{"formula": "C3H7NO2", "method": "ωB97M-V/def2-TZVPD", "species": ["C", "C", "C", "N", "O", "O", "H", "H", "H", "H", "H", "H", "H"], "coordinates": [[-1.3741, -0.0726, -0.6212], [-0.7464, 1.0117, 0.1986], [-0.4271, -1.0002, 0.1593], [0.3155, 0.0706, 0.6702], [2.8624, -0.2977, -0.1207], [1.8937, 0.5727, -0.5291], [-2.4022, -0.2020, -0.6340], [-1.0228, 0.0277, -1.6186], [-0.3933, 1.9190, -0.2284], [-1.2220, 1.3351, 1.0669], [-0.8006, -1.4884, 1.0666], [0.1551, -1.8921, -0.2502], [3.1617, 0.0161, 0.8407]], "forces_ev_per_a": [[1.440, -0.585, -0.133], [1.604, -0.523, 0.310], [-0.007, -2.711, -0.588], [1.840, 2.303, 0.201], [0.527, 0.887, 2.322], [-0.450, -0.668, 0.868], [-1.975, -0.374, 0.215], [0.216, -0.078, -1.025], [0.543, 0.600, -0.849], [-1.413, 0.293, 1.606], [-0.800, 0.098, 0.075], [-0.512, 1.367, -0.206], [-1.015, -0.609, -2.797]], "homo_lumo_gap_ev": [9.0, 9.8], "e_tot_ev": -8802.3094, "de_lowest_kj_mol": 793.06}